#1
Here is a molecular structure, H4N2O2P from OMol25. Energies are from ωB97M-V/def2-TZVPD.

Its LUMO energy is 4.4 eV. The spin multiplicity is 1. Its net charge is -1.

Last column: Mulliken charge in e.
Geometry (Å):
P -0.3413 -0.6381 0.1999  0.7373
O -1.4221 -1.2202 -0.6806  -0.6820
O -0.3425 -0.7303 1.6695  -0.6166
N 1.1029 -1.0459 -0.5260  -0.6166
N -0.5175 1.7271 -0.0467  -0.7942
H 0.9882 -0.8379 -1.4724  0.2834
H 0.1392 1.8052 0.6983  0.2026
H 1.7513 -0.3807 -0.1830  0.2801
H -1.3582 1.3208 0.3410  0.2059


#2
Here is a gas-phase ion, H4N2O2P (charge -1) from OMol25. Energies are from ωB97M-V/def2-TZVPD.

Its LUMO energy is 4.6 eV. Its SMILES is NP(N)(=O)[O-]. The spin multiplicity is 1. Its net charge is -1.

Last column: Mulliken charge in e.
Geometry (Å):
P 0.6422 0.0878 0.0185  1.0011
O 1.4165 -1.1291 -0.1897  -0.7407
O 1.3289 1.3124 0.6471  -0.8009
N -0.1506 0.3576 -1.5964  -0.7713
N -0.7814 -0.1557 0.9999  -0.7418
H -1.0190 0.3663 -1.1089  0.2789
H 0.1077 -0.4845 -2.0702  0.2874
H -0.8359 0.5993 1.6632  0.2414
H -0.7084 -0.9541 1.6365  0.2459


Last place for stability: #1


#1
Here is a gas-phase ion, H4N2O2P (charge -1) from OMol25. Energies are from ωB97M-V/def2-TZVPD.

Its LUMO energy is 4.7 eV. Its SMILES is NN[P@H](=O)[O-]. The spin multiplicity is 1. Its net charge is -1.

Last column: Mulliken charge in e.
Geometry (Å):
P 0.0574 -0.6890 -0.8793  0.5424
O 0.6481 -1.8029 0.4873  -0.8414
O 0.5315 -0.7905 -2.2604  -0.6183
N -0.1500 0.8999 1.0762  -0.4743
N 0.1798 1.0185 -0.2729  -0.3918
H -1.4358 -0.8427 -0.6411  -0.0013
H 1.2587 0.9832 -0.2557  0.2729
H 0.0043 -0.0478 1.3442  0.3200
H -1.0941 1.2714 1.4016  0.1918


#2
Here is a gas-phase ion, H4N2O2P (charge -1) from OMol25. Energies are from ωB97M-V/def2-TZVPD.

Its LUMO energy is 4.6 eV. Its SMILES is NP(N)(=O)[O-]. The spin multiplicity is 1. Its net charge is -1.

Last column: Mulliken charge in e.
Geometry (Å):
P 0.6749 0.1350 0.2528  0.8762
O 1.5714 -1.0379 0.0632  -0.7452
O 1.2193 1.4480 0.7941  -0.7664
N -0.7770 -0.1995 1.0802  -0.5118
N -0.2851 0.4705 -1.2874  -0.6708
H -1.1370 -1.1220 0.7625  0.1942
H -0.7382 -0.4058 -1.5403  0.2028
H -0.8234 0.0947 2.0178  0.2036
H 0.2952 0.6170 -2.1428  0.2176


Last place for stability: #1


#1
Here is a molecular structure, C2H4ClOP from OMol25. Energies are from ωB97M-V/def2-TZVPD.

Its LUMO energy is -0.9 eV. The spin multiplicity is 1. Its net charge is 0.

Last column: Mulliken charge in e.
Geometry (Å):
Cl -0.9787 -1.7733 -0.2244  -0.1754
P -1.7743 1.0444 -0.4063  0.4151
O -2.6566 1.2196 0.7604  -0.4001
C -0.4599 -0.1875 0.3046  -0.2227
C 1.3422 0.0375 -0.3275  -1.1163
H 1.8469 0.8779 0.0161  0.3610
H -0.3646 -0.3413 1.3714  0.3766
H 1.7493 -0.8384 -0.0953  0.4177
H 1.2957 -0.0387 -1.3990  0.3442


#2
Here is a single C2H4ClOP molecule from OMol25. Energies are from ωB97M-V/def2-TZVPD.

Its LUMO energy (spin up / spin down) is -0.3 / -1.5 eV. The spin multiplicity is 1. Its net charge is 0.

Last column: Mulliken charge in e.
Geometry (Å):
Cl -2.3371 1.0184 -0.0784  0.0080
P -3.6824 -0.6969 0.3402  0.2882
O -4.9419 -0.1281 -0.1576  -0.4204
C -0.8780 0.3644 -0.6741  -0.3020
C 0.3730 0.3948 0.1534  -0.7021
H 0.4440 1.4055 0.5992  0.2606
H -1.2196 -0.5941 -0.8340  0.3004
H 1.0196 0.1583 -0.6931  0.2625
H 0.5770 -0.2611 0.9904  0.3048


Last place for stability: #2


#1
Here is 2 unconnected molecules or ions with the total composition C2H4ClOP from OMol25. Energies are from ωB97M-V/def2-TZVPD.

Its LUMO energy is -1.0 eV. Its SMILES is O=PCl.C=C. The spin multiplicity is 1. Its net charge is 0.

Last column: Mulliken charge in e.
Geometry (Å):
Cl 4.2618 1.1620 0.0018  -0.1658
P 3.4514 -0.6068 -0.5319  0.5348
O 3.5284 -1.6160 0.5350  -0.3704
C -0.1020 0.4452 0.6827  -0.5389
C -0.7826 -0.3439 -0.0272  -0.4215
H -0.3536 1.5426 0.6929  0.1853
H -1.6867 -0.0701 -0.5750  0.2206
H 0.5923 -0.0297 1.3246  0.3441
H -0.4691 -1.3777 -0.1750  0.2118


#2
Here is 2 unconnected molecules or ions with the total composition C2H4ClOP from OMol25. Energies are from ωB97M-V/def2-TZVPD.

Its LUMO energy (spin up / spin down) is -2.0 / -0.2 eV. The spin multiplicity is 1. Its net charge is 0.

Last column: Mulliken charge in e.
Geometry (Å):
Cl 2.0708 -0.1985 0.2806  -0.0291
P -1.8931 0.2912 -0.0180  -0.0540
O -0.0608 -1.4914 -0.0428  -0.4442
C 1.3508 1.1481 -0.2475  -0.5119
C -0.9760 -1.0945 0.6521  -0.0106
H 0.4256 1.5219 0.2776  0.2439
H -1.1638 -1.7302 1.5261  0.4090
H 1.2256 1.2909 -1.3027  0.3408
H -0.9792 0.2625 -1.1254  0.0562


Last place for stability: #2